# 1
ORCA calculation (ωB97M-V with the def2-TZVPD basis set) on 8 unconnected molecules or ions with the total composition C46H108F3N7O12S at a distorted geometry.

XYZ file:
```
177
Properties=species:S:1:pos:R:3:forces:R:3
N -0.433 0.303 -0.383 -1.261 0.279 0.749
O -0.295 0.607 0.816 0.457 -0.205 -0.652
O -1.186 -0.660 -0.690 0.484 0.075 -0.296
O 0.071 1.018 -1.285 0.317 -0.254 -0.223
C -1.543 4.600 -6.890 -0.273 -0.115 -1.029
O -0.636 3.739 -6.225 0.455 -0.581 0.376
C -0.951 3.521 -4.878 -0.308 1.166 -0.431
C 0.086 2.652 -4.210 -0.390 -0.285 0.582
N 0.396 1.455 -5.057 -0.448 0.013 -1.324
H -0.467 0.923 -5.198 0.076 -0.233 0.530
H 0.557 1.752 -6.031 0.518 0.596 0.250
C 1.525 0.574 -4.618 -0.646 -0.227 0.939
C 2.842 1.341 -4.598 -0.052 0.022 -0.845
O 2.845 2.177 -5.724 -0.523 -0.044 -0.218
C 4.072 2.865 -5.924 0.217 0.251 0.320
H -1.122 4.849 -7.864 0.284 0.050 0.199
H -1.726 5.530 -6.349 -0.073 -0.130 0.172
H -2.460 4.055 -7.143 -0.194 0.200 0.448
H -1.967 3.126 -4.729 0.007 -0.565 -0.374
H -1.045 4.498 -4.385 0.466 -0.044 0.392
H -0.388 2.295 -3.295 0.396 -0.259 0.156
H 1.024 3.121 -3.931 -0.019 0.260 -0.394
H 1.535 -0.328 -5.229 0.081 0.345 -0.509
H 1.216 0.226 -3.628 0.334 0.203 0.213
H 3.659 0.626 -4.741 0.068 -0.077 0.686
H 2.936 1.935 -3.683 0.234 -0.208 0.145
H 3.995 3.422 -6.852 -0.021 -0.087 -0.037
H 4.921 2.177 -5.957 -0.083 -0.080 -0.145
H 4.245 3.568 -5.102 -0.013 0.030 -0.024
C -6.495 -1.564 0.235 -0.209 -0.169 0.184
O -5.457 -0.830 -0.416 -0.666 -0.102 -0.569
C -5.435 -1.040 -1.821 1.278 -0.606 0.675
C -4.405 -0.035 -2.331 -2.341 0.674 -0.966
N -5.094 1.324 -2.250 1.820 0.565 1.502
H -6.006 1.412 -2.694 0.116 -0.255 -0.297
H -5.245 1.426 -1.237 -0.272 0.255 -0.032
C -4.132 2.479 -2.641 -1.857 -0.947 -0.568
C -2.870 2.486 -1.772 -1.109 1.053 -1.941
O -3.384 2.701 -0.511 0.303 -0.381 0.614
C -2.528 3.391 0.412 0.683 -0.169 -0.196
H -6.568 -1.128 1.228 -0.192 -0.281 0.047
H -6.292 -2.638 0.298 0.459 0.062 0.088
H -7.457 -1.526 -0.283 0.040 0.523 -0.067
H -6.425 -0.972 -2.281 -0.056 0.451 -0.008
H -5.102 -2.061 -2.036 0.151 -0.018 -0.056
H -4.230 -0.150 -3.400 0.547 -0.369 0.128
H -3.535 0.071 -1.693 0.182 -0.531 -0.146
H -4.754 3.362 -2.497 0.402 0.237 0.383
H -4.088 2.385 -3.728 0.842 -0.125 0.036
H -2.358 3.364 -2.198 0.300 0.083 0.472
H -2.213 1.633 -1.968 -0.034 -0.184 0.617
H -3.147 3.654 1.260 0.181 0.186 0.076
H -2.071 4.263 -0.065 -0.542 0.245 0.111
H -1.670 2.776 0.703 -0.255 -0.266 0.236
C -5.602 1.354 2.567 -0.549 -0.401 0.445
O -4.526 0.581 3.056 0.185 -0.899 0.065
C -3.395 0.433 2.198 -0.486 2.094 1.147
C -2.404 -0.461 2.919 -0.710 -0.684 0.160
N -3.199 -1.601 3.519 -0.098 -0.418 0.093
H -2.682 -2.062 4.268 0.168 -0.075 -0.214
H -4.001 -1.163 4.000 -0.281 0.025 -0.443
C -3.714 -2.606 2.506 -0.095 0.620 1.090
C -4.871 -3.365 3.114 -0.612 0.073 0.712
O -5.833 -2.386 3.432 0.275 0.792 -0.233
C -6.917 -2.832 4.220 -0.073 -1.025 0.572
H -5.353 2.368 2.249 0.363 -0.052 0.043
H -6.271 1.405 3.425 -0.140 0.276 -0.155
H -6.139 0.827 1.772 0.163 0.115 -0.145
H -2.998 1.451 2.248 0.727 -0.225 -0.877
H -3.708 0.174 1.184 0.318 -0.350 -0.009
H -1.972 -0.006 3.808 0.203 0.535 -0.387
H -1.659 -0.842 2.225 0.138 0.004 0.132
H -2.873 -3.244 2.255 -0.068 0.049 -0.425
H -4.088 -1.957 1.718 0.179 -0.430 -0.480
H -4.626 -3.872 4.056 0.452 -0.194 -0.138
H -5.258 -4.131 2.435 0.042 0.059 -0.174
H -7.513 -3.533 3.629 -0.307 0.189 0.170
H -7.497 -2.009 4.628 0.008 0.271 -0.623
H -6.575 -3.363 5.120 0.216 -0.114 -0.199
C 3.085 -1.082 -0.876 -0.213 -0.750 -1.391
C 2.802 -2.521 -1.322 -0.979 -1.030 0.889
C 1.934 -2.613 -2.575 2.629 0.701 -1.880
N 1.747 -3.987 -3.211 -1.501 -0.266 1.783
C 1.019 -3.827 -4.547 1.257 -0.127 0.719
C 0.457 -5.120 -5.083 -0.494 -0.550 -0.134
C -0.466 -5.806 -4.093 -0.312 0.171 0.544
C 0.162 -5.955 -2.688 -0.420 -0.199 -0.780
C 0.819 -4.685 -2.193 -0.168 -0.716 -0.615
C 3.003 -4.747 -3.418 0.038 -0.438 -0.656
H 3.676 -1.094 0.033 -0.199 0.246 0.141
H 2.133 -0.554 -0.820 0.208 0.320 0.457
H 3.683 -0.644 -1.680 0.058 0.380 0.233
H 2.266 -3.050 -0.525 0.171 0.075 0.184
H 3.737 -3.063 -1.476 -0.013 0.094 -0.097
H 2.590 -2.136 -3.320 -0.334 0.311 -0.220
H 1.005 -2.047 -2.586 -0.250 -0.393 0.439
H 0.261 -3.069 -4.355 -0.164 -0.103 -0.194
H 1.821 -3.431 -5.172 -0.347 0.207 -0.357
H -0.151 -4.815 -5.937 0.238 -0.232 -0.240
H 1.164 -5.882 -5.412 0.490 0.596 -0.237
H -1.381 -5.205 -4.115 -0.105 -0.140 0.684
H -0.758 -6.802 -4.417 0.060 0.072 -0.301
H -0.624 -6.249 -1.989 -0.001 0.282 0.143
H 0.839 -6.811 -2.644 0.240 0.141 -0.296
H 0.043 -3.948 -1.993 0.128 0.090 0.313
H 1.403 -4.957 -1.317 0.078 0.583 0.079
H 3.510 -4.964 -2.484 0.014 0.198 -0.009
H 3.633 -4.251 -4.157 0.132 0.438 0.413
H 2.773 -5.688 -3.917 -0.263 -0.073 0.342
C 4.003 -6.054 7.637 0.899 -1.105 0.138
C 3.338 -5.210 6.551 0.176 -0.051 0.872
C 4.311 -4.729 5.480 -0.360 -0.998 0.157
N 3.698 -3.811 4.419 1.130 0.746 -0.046
C 2.363 -4.301 3.909 1.158 0.052 0.272
C 1.721 -3.311 2.972 -0.401 0.034 -0.125
C 1.595 -1.919 3.595 -1.097 0.553 0.948
C 2.906 -1.370 4.200 0.841 -1.315 -2.644
C 3.623 -2.450 5.036 -0.841 1.310 0.587
C 4.717 -3.797 3.313 0.010 -0.427 -0.041
H 3.350 -6.356 8.456 -0.429 0.439 -0.214
H 4.883 -5.636 8.128 -0.039 0.372 -0.274
H 4.318 -7.020 7.229 0.156 0.128 -0.144
H 2.901 -4.370 7.095 -0.349 0.094 -0.412
H 2.579 -5.879 6.145 -0.240 0.414 -0.209
H 4.732 -5.573 4.931 -0.225 -0.155 0.002
H 5.179 -4.243 5.924 -0.192 0.438 -0.066
H 1.763 -4.455 4.803 -0.163 -0.077 -0.159
H 2.624 -5.246 3.434 -0.454 -0.163 0.057
H 0.735 -3.742 2.771 -0.137 0.263 0.095
H 2.162 -3.274 1.973 0.504 0.002 0.181
H 0.821 -1.958 4.372 0.108 -0.214 0.192
H 1.138 -1.242 2.869 0.438 0.180 -0.116
H 2.956 -0.347 4.564 -0.669 -0.294 0.902
H 3.490 -1.213 3.278 0.455 -0.168 0.133
H 3.083 -2.563 5.976 0.062 -0.102 0.045
H 4.642 -2.154 5.276 0.015 0.002 -0.019
H 4.743 -4.825 2.955 0.227 0.107 -0.251
H 5.685 -3.531 3.731 -0.036 -0.061 0.101
H 4.512 -3.116 2.492 -0.425 0.057 0.213
C 3.636 1.743 1.709 1.232 -0.191 0.487
C 2.997 2.561 0.622 -2.042 -0.501 -0.328
C 2.833 4.018 1.034 1.530 0.210 0.309
N 2.258 4.941 -0.019 -0.518 -0.696 0.010
C 0.899 4.385 -0.368 -0.581 0.707 -1.514
C 0.169 5.302 -1.382 -0.354 0.096 0.318
C -0.035 6.691 -0.777 -0.591 -0.498 -0.265
C 1.302 7.277 -0.328 -1.258 -0.034 -0.418
C 2.054 6.320 0.555 0.612 0.683 0.887
C 3.189 5.020 -1.217 -0.668 0.138 1.558
H 3.643 0.658 1.587 -0.391 0.048 -0.633
H 3.155 1.882 2.679 0.162 0.433 -0.005
H 4.702 1.990 1.736 -0.071 0.151 0.591
H 1.988 2.146 0.503 0.070 0.000 -0.243
H 3.494 2.445 -0.343 0.239 -0.023 0.153
H 3.835 4.386 1.279 -0.072 0.358 -0.116
H 2.275 4.121 1.963 -0.467 0.072 -0.080
H 0.290 4.347 0.538 0.285 0.157 0.243
H 0.949 3.372 -0.767 0.477 0.008 0.086
H -0.805 4.831 -1.550 0.057 0.054 -0.015
H 0.580 5.444 -2.387 0.569 -0.536 0.148
H -0.767 6.552 0.023 0.351 0.353 0.408
H -0.522 7.339 -1.508 0.122 0.087 0.004
H 1.056 8.175 0.238 0.442 0.022 0.151
H 1.846 7.595 -1.220 0.249 -0.027 0.135
H 1.557 6.223 1.525 -0.165 -0.325 -0.103
H 3.033 6.755 0.770 0.159 -0.362 -0.010
H 2.723 5.665 -1.951 0.124 -0.244 -0.277
H 3.369 3.993 -1.507 0.114 0.180 -0.530
H 4.078 5.498 -0.812 0.237 -0.125 -0.329
C -0.289 2.975 4.203 0.167 2.198 -1.131
F 0.406 2.545 5.238 -0.437 -0.712 0.113
F 0.172 2.369 3.078 0.280 -0.364 0.084
F -1.593 2.666 4.260 0.105 -0.569 0.585
S -0.105 4.850 4.077 -0.582 2.383 1.205
O -0.782 5.323 5.274 -0.078 -1.032 -1.107
O 1.320 5.126 4.140 0.213 -1.045 -0.978
O -0.735 5.258 2.802 0.497 -1.262 0.366
```
Forces are in eV/Å.

Summary:
* E_LUMO: -8.25 eV
* total charge: +4
* gap between HOMO and LUMO: 6.286 eV
* highest occupied orbital energy: -0.5343 Eh

Atomic partial charges in e from the Löwdin method, atoms 1 to 5: -0.59, -0.03, -0.07, -0.09, -0.06

# 2
ORCA calculation (ωB97M-V with the def2-TZVPD basis set) on 11 unconnected molecules or ions with the total composition C46H108N4O7 at a distorted geometry.

XYZ file:
```
165
Properties=species:S:1:pos:R:3:forces:R:3
C 6.137 0.496 10.058 -0.114 0.511 -0.497
C 7.550 -0.084 10.019 -0.854 -0.492 -0.001
N 7.569 -1.504 9.694 -0.540 -0.549 -0.830
C 7.119 -1.743 8.320 -0.156 0.210 -0.191
C 7.041 -3.215 7.925 -0.188 0.074 0.427
C 8.845 -2.153 9.980 0.041 1.084 0.752
C 10.057 -1.598 9.206 -0.222 -0.758 0.125
H 5.526 0.125 10.879 0.148 0.009 0.129
H 5.565 0.349 9.140 0.139 -0.341 -0.044
H 6.212 1.587 10.087 0.006 -0.011 0.492
H 8.107 0.509 9.283 0.360 0.100 0.196
H 7.950 -0.001 11.031 0.407 0.292 -0.158
H 6.121 -1.323 8.185 0.041 -0.057 0.505
H 7.727 -1.189 7.585 -0.427 -0.207 0.763
H 8.028 -3.679 7.886 -0.479 -0.034 0.800
H 6.368 -3.734 8.609 0.205 -0.200 0.243
H 6.636 -3.334 6.917 0.246 0.190 0.629
H 8.762 -3.231 9.856 -0.070 0.004 -0.027
H 8.942 -1.952 11.054 0.509 -0.297 -0.051
H 10.049 -1.951 8.173 0.432 -0.396 0.968
H 10.986 -1.943 9.661 0.053 0.122 0.058
H 10.041 -0.512 9.158 0.131 0.117 0.220
C 5.963 -0.421 2.388 -0.422 0.145 -0.681
C 7.391 -0.528 2.893 0.014 0.553 -0.042
N 8.335 0.342 2.188 -0.922 0.141 -0.872
C 7.906 1.734 2.168 0.912 0.566 0.489
C 8.034 2.460 3.526 -0.401 0.035 -0.201
C 9.724 0.152 2.560 -0.197 -0.172 -0.030
C 10.211 -1.238 2.174 0.285 0.268 0.045
H 5.302 -1.211 2.753 0.284 -0.117 0.218
H 5.937 -0.509 1.297 0.103 0.066 0.017
H 5.473 0.522 2.639 0.097 0.024 0.089
H 7.393 -0.250 3.958 0.098 -0.575 0.207
H 7.706 -1.552 2.720 0.177 -0.095 0.469
H 8.521 2.318 1.475 0.265 -0.374 -0.137
H 6.910 1.837 1.743 -0.174 -0.223 0.258
H 7.790 3.515 3.382 -0.166 -0.027 0.150
H 7.377 2.032 4.286 -0.101 0.106 0.006
H 9.044 2.436 3.935 0.088 -0.142 -0.186
H 9.861 0.301 3.644 0.196 0.077 -0.056
H 10.299 0.916 2.032 0.053 0.015 0.077
H 9.758 -1.982 2.827 0.050 -0.227 -0.230
H 11.296 -1.328 2.269 -0.028 0.074 0.217
H 9.993 -1.442 1.126 -0.259 -0.109 0.063
C 2.259 1.943 9.637 -0.050 0.144 0.630
C 1.591 0.891 10.546 0.717 0.195 -0.641
N 0.902 -0.170 9.796 0.027 0.001 0.889
C 1.774 -0.794 8.814 -0.026 -0.260 -0.760
C 3.041 -1.441 9.383 -0.309 0.073 -0.331
C -0.387 0.278 9.283 0.045 -0.604 -0.414
C -1.164 -0.894 8.664 0.371 0.734 -0.008
H 2.715 2.748 10.221 -0.161 -0.063 0.180
H 1.507 2.401 8.998 0.258 -0.030 -0.384
H 3.089 1.507 9.082 -0.194 -0.010 -0.338
H 2.380 0.436 11.145 -0.192 -0.026 0.247
H 0.911 1.413 11.218 -0.251 -0.320 0.022
H 1.280 -1.618 8.292 -0.456 0.116 0.253
H 1.978 -0.087 7.996 0.447 0.113 0.091
H 3.547 -0.793 10.091 0.120 -0.247 0.137
H 2.770 -2.409 9.805 0.063 0.191 0.517
H 3.750 -1.695 8.590 -0.035 0.256 -0.140
H -0.278 1.102 8.564 -0.059 0.027 -0.129
H -0.987 0.649 10.114 0.195 0.101 0.128
H -2.178 -0.563 8.442 -0.106 -0.243 0.160
H -1.121 -1.704 9.390 -0.324 -0.187 -0.149
H -0.724 -1.217 7.719 -0.004 -0.089 0.043
C 13.228 -3.003 5.369 0.251 -0.446 -0.391
C 11.747 -2.836 5.082 0.048 -0.150 -0.273
N 10.891 -3.370 6.137 0.483 0.443 -0.050
C 9.509 -2.955 5.908 0.270 0.268 0.267
C 9.260 -1.474 6.143 -0.546 0.605 -0.943
C 10.944 -4.825 6.264 -0.753 0.338 -0.058
C 10.518 -5.268 7.654 -0.146 -0.776 0.335
H 13.487 -2.572 6.334 0.049 -0.067 0.035
H 13.866 -2.570 4.595 -0.271 0.394 0.019
H 13.526 -4.054 5.326 -0.110 -0.028 0.409
H 11.529 -1.780 4.939 -0.042 0.108 0.271
H 11.471 -3.281 4.111 0.160 -0.231 -0.076
H 8.868 -3.503 6.599 0.435 0.070 -0.696
H 9.195 -3.190 4.877 -0.070 -0.192 -0.047
H 9.465 -1.131 7.158 0.034 0.086 -1.104
H 8.194 -1.295 5.959 0.287 -0.097 -0.257
H 9.756 -0.815 5.433 0.328 -0.141 -0.021
H 10.254 -5.218 5.496 -0.058 -0.404 0.134
H 11.902 -5.282 6.025 0.254 0.499 0.080
H 9.491 -5.027 7.934 -0.001 0.067 -0.323
H 10.591 -6.359 7.699 -0.040 0.007 0.096
H 11.119 -4.876 8.475 0.353 0.177 -0.315
C 7.399 -6.325 6.234 0.285 0.140 0.144
O 6.099 -6.848 6.444 -0.246 0.036 -0.193
H 7.513 -6.098 5.174 0.029 -0.367 0.164
H 7.561 -5.377 6.754 -0.096 -0.194 0.116
H 8.167 -7.039 6.539 0.081 0.033 -0.103
H 6.049 -7.233 7.323 0.055 0.066 0.036
C 3.174 -7.013 4.826 0.311 0.679 -0.303
O 1.910 -6.774 4.194 0.404 -0.417 0.313
H 3.851 -7.546 4.159 0.025 -0.248 0.192
H 3.614 -6.032 5.025 0.135 -1.276 -0.035
H 3.076 -7.514 5.787 -0.241 -0.285 -0.155
H 1.962 -7.095 3.293 -0.071 -0.090 -0.101
C 2.850 0.821 5.248 0.554 -0.471 -0.592
C 3.700 2.082 5.048 -0.793 -0.203 -0.030
C 3.128 2.931 6.177 0.902 0.347 0.358
O 1.758 2.599 6.323 -0.303 -0.263 0.117
C 1.489 1.354 5.660 0.930 0.231 -0.473
H 3.331 0.187 5.996 -0.257 0.095 0.287
H 2.772 0.202 4.350 0.026 0.068 -0.046
H 3.481 2.529 4.076 0.059 0.047 -0.003
H 4.767 1.888 5.121 0.040 0.098 0.083
H 3.256 4.006 6.030 -0.366 0.002 -0.234
H 3.683 2.726 7.102 -0.179 -0.231 0.098
H 0.923 1.574 4.754 -0.338 -0.084 0.074
H 0.975 0.616 6.274 -0.312 0.383 0.270
C 7.136 -4.403 1.642 0.104 -0.728 -0.176
C 7.659 -5.656 2.371 -0.919 0.068 -0.079
C 9.172 -5.562 2.174 0.071 -0.755 -0.665
O 9.412 -4.454 1.304 0.104 0.166 0.088
C 8.201 -4.182 0.597 0.588 1.018 0.293
H 7.155 -3.608 2.386 -0.207 0.422 -0.357
H 6.166 -4.512 1.155 -0.021 0.025 0.495
H 7.193 -6.536 1.924 0.383 -0.173 -0.035
H 7.350 -5.655 3.417 0.198 0.041 -0.242
H 9.551 -6.463 1.677 -0.071 -0.081 0.016
H 9.737 -5.493 3.103 -0.015 0.550 -0.011
H 8.139 -4.754 -0.335 -0.266 -0.564 0.266
H 8.204 -3.141 0.261 0.306 0.052 0.195
C 4.154 -4.021 5.493 0.017 0.230 -0.215
C 3.813 -2.551 5.516 -0.845 0.806 -0.765
C 5.171 -1.848 5.623 -0.632 0.272 0.164
O 6.157 -2.828 5.297 -0.423 -0.033 -0.671
C 5.451 -3.931 4.700 0.284 0.026 -0.104
H 3.374 -4.633 5.038 0.098 0.949 -0.111
H 4.340 -4.446 6.482 0.138 0.118 0.051
H 3.030 -2.220 6.202 0.421 -0.152 0.487
H 3.374 -2.271 4.549 0.082 -0.276 -0.123
H 5.270 -1.471 6.646 0.512 -0.127 -0.332
H 5.262 -1.021 4.912 -0.070 0.053 0.239
H 6.084 -4.817 4.735 -0.158 0.252 0.136
H 5.299 -3.646 3.651 -0.390 -0.369 -0.009
C -0.086 -4.481 5.611 0.582 -0.505 0.438
C -0.114 -3.134 4.937 0.291 0.378 -0.143
C -1.409 -3.243 4.142 -0.055 -0.698 0.073
O -1.543 -4.634 3.761 0.612 0.291 -0.104
C -0.685 -5.430 4.591 -0.259 0.016 0.301
H -0.675 -4.401 6.527 0.006 -0.265 0.001
H 0.920 -4.836 5.851 -0.055 0.186 0.247
H 0.745 -2.940 4.287 -0.050 -0.325 -0.124
H -0.072 -2.344 5.690 -0.386 0.165 -0.144
H -1.389 -2.650 3.231 -0.332 0.125 0.061
H -2.272 -3.048 4.783 -0.031 0.564 -0.158
H 0.142 -5.917 4.064 -0.678 0.365 -0.321
H -1.279 -6.212 5.070 -0.062 -0.020 -0.061
C 2.517 -4.148 1.977 1.138 0.541 0.433
C 3.372 -4.112 0.682 -0.611 0.470 0.462
C 2.402 -4.637 -0.337 -0.905 -0.524 -0.502
O 1.082 -4.285 0.110 0.384 0.139 -0.028
C 1.075 -4.330 1.528 0.046 0.088 0.387
H 2.641 -3.178 2.466 -0.096 -0.057 0.100
H 2.883 -4.872 2.708 -0.256 -0.223 -0.196
H 4.297 -4.680 0.739 -0.121 -0.009 -0.019
H 3.583 -3.064 0.466 0.298 -0.093 -0.112
H 2.448 -5.729 -0.414 0.157 -0.071 -0.021
H 2.509 -4.218 -1.336 0.078 -0.003 0.005
H 0.635 -5.249 1.927 -0.006 -0.117 -0.279
H 0.476 -3.506 1.921 -0.221 -0.094 -0.296
```
Forces are in eV/Å.

Summary:
* E_LUMO: 0.36 eV
* SMILES: CCN(CC)CC.CCN(CC)CC.CCN(CC)CC.CCN(CC)CC.C1CCOC1.C1CCOC1.C1CCOC1.C1CCOC1.C1CCOC1.CO.CO
* gap between HOMO and LUMO: 8.516 eV
* highest occupied orbital energy: -0.2997 Eh

Atomic partial charges in e from the Löwdin method, atoms 1 to 5: -0.09, -0.25, -0.18, -0.24, -0.08

Look up the E_LUMO of the first one. -8.25 eV